# 1
Molecular formula: C49H50O2P3PtS2SeSi
Method: DFT, ωB97M-V/def2-TZVPD

```
109
Properties=species:S:1:pos:R:3
Pt 0.88937 0.20364 0.01030
C 3.57587 2.67854 -0.32550
Si 3.12317 0.83004 0.00110
C 3.88347 -0.09036 -1.49020
C 5.22667 -0.37106 -1.67370
C 5.68387 -0.89916 -2.87170
C 4.79567 -1.14576 -3.90640
C 3.44787 -0.87566 -3.74020
C 2.99557 -0.34076 -2.53790
P 1.21607 -0.01276 -2.30440
C 0.82617 1.18184 -3.58350
C 1.78847 2.02664 -4.15430
C 1.39797 3.04424 -4.99830
C 0.05317 3.26304 -5.27100
C -0.91083 2.47304 -4.65260
C -0.53213 1.46324 -3.79980
C 0.50717 -1.58476 -2.82010
C 0.74637 -2.64396 -1.93820
C 0.40567 -3.93346 -2.28470
C -0.17193 -4.17906 -3.52270
C -0.44303 -3.12556 -4.38790
C -0.10763 -1.83046 -4.04500
C 3.83857 0.46274 1.73040
C 5.18297 0.48314 2.05480
C 5.61057 0.23724 3.35020
C 4.68117 -0.02546 4.34510
C 3.33187 -0.02616 4.04660
C 2.90677 0.23584 2.74430
P 1.13417 0.13164 2.33180
C 0.83457 -1.53856 2.95480
C 1.59127 -2.53866 2.34030
C 1.57347 -3.82676 2.83250
C 0.80827 -4.12936 3.94850
C 0.05237 -3.13906 4.55850
C 0.06507 -1.84586 4.07200
C 0.28127 1.22314 3.47020
C 0.91567 2.22874 4.20920
C 0.16307 3.11984 4.94350
C -1.22593 3.05704 4.92960
C -1.86283 2.09934 4.14520
C -1.12233 1.20234 3.41160
H 4.65207 2.82354 -0.33480
H 3.14577 3.31564 0.44160
H 3.17217 3.00374 -1.28030
H 5.92637 -0.17436 -0.87470
H 6.73677 -1.11286 -3.00110
H 5.15527 -1.54206 -4.84680
H 2.74627 -1.06736 -4.54420
H 2.83597 1.86264 -3.93770
H 2.14597 3.68324 -5.44930
H -0.24333 4.06464 -5.93290
H -1.96023 2.66464 -4.83180
H -1.27613 0.87664 -3.27560
H 1.19477 -2.42826 -0.96740
H 0.57817 -4.74326 -1.58970
H -0.41903 -5.19056 -3.81290
H -0.91973 -3.31216 -5.34240
H -0.31883 -1.00916 -4.71990
H 5.91197 0.68414 1.28420
H 6.66657 0.23664 3.58230
H 5.01377 -0.23716 5.35250
H 2.60247 -0.24006 4.81940
H 2.18017 -2.27896 1.46420
H 2.15137 -4.59926 2.34590
H 0.80087 -5.13706 4.34130
H -0.54773 -3.37726 5.42740
H -0.51243 -1.07016 4.56010
H 1.99627 2.28764 4.20780
H 0.65887 3.87774 5.53600
H -1.80783 3.76364 5.50470
H -2.94333 2.06944 4.10440
H -1.60403 0.47504 2.76910
C -3.52193 -1.28606 -2.64650
C -3.31183 -2.77416 -2.42300
C -4.61933 -3.49046 -2.09870
O -2.34053 -3.05296 -1.42460
P -2.08803 -2.40756 0.02040
S -1.06493 -3.78346 0.98270
S -1.53883 -0.46016 -0.05500
O -3.62083 -2.32746 0.55970
C -3.99063 -1.51726 1.66080
C -5.50793 -1.39746 1.61490
C -3.49193 -2.09846 2.97600
H -4.15193 -1.13366 -3.52060
H -2.56363 -0.80316 -2.81930
H -3.99023 -0.82906 -1.77640
H -2.87223 -3.22006 -3.32830
H -5.04273 -3.09126 -1.18000
H -4.42843 -4.55286 -1.95790
H -5.32193 -3.35626 -2.92020
H -3.54123 -0.52416 1.51950
H -5.96513 -2.37206 1.77400
H -5.81613 -1.01936 0.64290
H -5.84353 -0.70996 2.38490
H -3.99913 -3.03486 3.19980
H -3.67053 -1.38766 3.78000
H -2.42283 -2.29906 2.90920
Se 0.20017 2.96324 -0.55250
C -1.27683 4.14514 -0.27720
C -1.69873 4.95524 -1.33490
C -2.63743 5.94744 -1.12370
C -3.18063 6.14094 0.13690
C -2.80303 5.30404 1.17620
C -1.86043 4.31204 0.97620
H -1.26823 4.80544 -2.31610
H -2.94153 6.58954 -1.94120
H -3.88783 6.94234 0.31090
H -3.23583 5.44304 2.15750
H -1.55973 3.66874 1.79210
```

Summary:
Molecular weight, g/mol: 1130.12
Orbital gap, eV: 5.732
Charge: -1
Energy above the lowest of the compared OMol25 structures with the same formula, charge and spin, kcal/mol: 27.5



# 2
Molecular formula: C49H48AsBrCl3LaN7O10P
Method: DFT, ωB97M-V/def2-TZVPD

```
121
Properties=species:S:1:pos:R:3
La -0.50200 1.76388 3.59782
O -3.53713 -3.90811 1.85596
C -2.78468 -2.76226 2.03535
C -1.61811 -2.88113 2.80479
C -0.98276 -1.62608 3.12442
N -1.49323 -0.46967 2.70534
C -2.40843 -0.41070 1.78166
C -3.11718 -1.55741 1.38012
C -2.66457 0.90306 1.14331
O -3.55212 0.97454 0.22889
O -1.98272 1.89687 1.61527
C 0.22825 -1.58570 4.00391
O 0.77843 -2.71500 4.20741
O 0.44666 -0.38649 4.47004
H -3.22510 -4.64335 2.47083
H -1.26999 -3.80260 3.26412
H -3.91877 -1.49383 0.70802
Br 3.05740 2.53138 6.39600
C 3.02329 3.48763 4.72800
C 3.83988 4.66124 4.52656
C 3.75040 5.26867 3.31773
C 3.02188 4.66162 2.27435
C 2.40668 3.45937 2.53969
N 2.31636 2.94221 3.77267
C 1.68457 2.78025 1.40265
O 1.64142 3.41636 0.35916
O 1.03386 1.68638 1.74546
H 4.30831 5.08818 5.39316
H 4.27396 6.21655 3.15684
H 3.01677 4.99925 1.25283
C -2.17325 5.51231 -1.93158
N -2.60601 4.09766 -1.84694
C -1.58527 3.17990 -1.44726
C -4.03253 3.77247 -1.96630
C -4.61578 3.68167 -0.57213
N -5.97116 3.33815 -0.37827
C -6.39791 2.02459 0.16463
C -7.03053 4.27197 -0.75098
H -2.99128 6.14966 -2.03113
H -1.42564 5.56697 -2.76174
H -1.53553 5.71293 -1.04305
H -1.69087 2.26573 -2.07279
H -1.81574 2.77518 -0.43835
H -0.61451 3.58358 -1.49428
H -4.08490 2.77252 -2.41799
H -4.43131 4.57569 -2.61804
H -4.59836 4.68514 -0.03964
H -4.02354 2.98452 0.01164
H -6.59415 2.17769 1.24792
H -5.56940 1.28264 0.06400
H -7.36953 1.74028 -0.15327
H -7.62954 4.58472 0.13479
H -7.84136 3.74064 -1.34799
H -6.61405 5.06520 -1.39727
O 3.30620 -0.03455 3.14925
H 3.04916 -0.19345 4.05446
H 2.96863 0.88163 2.97607
Cl -5.28499 1.24220 6.39561
C -3.63316 1.95364 6.72857
Cl -3.81568 3.79771 6.92640
Cl -3.19649 1.34366 8.30033
C -2.62084 1.62890 5.57527
O -1.36956 1.75974 5.83054
O -3.14214 1.44896 4.45176
N -0.83097 4.20424 3.67152
C -1.37421 5.22260 3.34227
N -2.07870 6.27807 3.10658
C -2.75464 6.48538 1.96787
N -3.37781 6.81225 1.03107
C 2.32892 -2.20186 -2.68554
C 1.57890 -1.30898 -3.66112
As 0.40299 -2.25977 -5.04910
C 1.74476 -3.46323 -5.67853
C 2.22007 -3.27894 -6.97733
C 2.94584 -4.28386 -7.58198
C 3.13855 -5.52128 -6.93626
C 2.64818 -5.70842 -5.65227
C 1.96060 -4.70368 -5.03270
C -0.67299 -3.25770 -3.75953
C -0.97699 -2.85299 -2.42354
C -1.59933 -3.67734 -1.51748
C -1.85968 -4.99077 -1.93146
C -1.70205 -5.38723 -3.26830
C -1.04214 -4.52028 -4.18255
P 2.40811 -1.49111 -0.95994
C 2.67838 -3.03622 -0.02473
C 2.54047 -2.88464 1.38233
C 2.56792 -3.95410 2.25857
C 3.02111 -5.23919 1.72645
C 3.33499 -5.32408 0.42162
C 3.23876 -4.24230 -0.45492
C 4.06722 -0.62097 -0.93317
C 4.69689 -0.40526 0.31586
C 6.04711 -0.09637 0.28841
C 6.71302 0.17401 -0.93168
C 6.04061 0.00708 -2.12971
C 4.69362 -0.34004 -2.13751
H 3.35952 -2.33510 -3.03811
H 1.95416 -3.23807 -2.58610
H 2.21647 -0.73619 -4.33483
H 0.96476 -0.54257 -3.19643
H 2.00716 -2.30594 -7.48002
H 3.27772 -4.14199 -8.60535
H 3.63113 -6.33221 -7.42053
H 2.76750 -6.66548 -5.15391
H 1.58828 -4.84429 -4.03069
H -0.77938 -1.78703 -2.18839
H -1.87456 -3.21426 -0.54788
H -2.17184 -5.72089 -1.19257
H -2.04396 -6.37267 -3.58106
H -0.88303 -4.77129 -5.22263
H 2.33347 -1.84500 1.71927
H 2.32363 -3.78867 3.33629
H 3.00892 -6.10612 2.39876
H 3.80647 -6.19612 0.00892
H 3.58416 -4.33221 -1.51603
H 4.18604 -0.44149 1.26085
H 6.56652 -0.12728 1.20318
H 7.76465 0.38496 -0.87445
H 6.63159 0.01613 -3.05604
H 4.24279 -0.55457 -3.07009
```

Summary:
Molecular weight, g/mol: 1326.03
Orbital gap, eV: 5.290
Charge: -2
Energy above the lowest of the compared OMol25 structures with the same formula, charge and spin, kcal/mol: 20.5



# 3
Molecular formula: C17H20N2O6
Method: DFT, ωB97M-V/def2-TZVPD

```
45
Properties=species:S:1:pos:R:3
O 1.39826 -3.92872 -0.75072
O -0.74444 -0.29736 2.98930
O -0.22123 1.78178 -1.84286
O 2.33374 -2.82691 -2.54173
O 1.61352 1.40903 -0.55747
O -1.39535 -0.45866 0.77278
C 1.66680 -2.90572 -1.36535
C -0.92049 0.19361 1.87775
C 0.28841 1.69603 -0.75658
C 3.42125 0.49614 -3.64934
C 3.21442 -0.87123 -3.67481
C 2.87591 1.28372 -2.61631
C 2.49989 -1.48763 -2.65388
C 2.16846 0.66737 -1.55797
C 1.95550 -0.74678 -1.61977
N 1.36392 -1.68673 -0.83140
N -0.42220 1.47552 1.66895
C -2.58615 -2.00452 -0.64269
C -1.47833 -2.85119 1.41056
C -3.50964 -1.47819 1.61081
C 0.17548 2.23293 2.72881
C -0.60530 2.17409 0.39336
C 0.62380 3.50039 2.03396
C -0.24451 3.61530 0.80664
C -2.19104 -1.65500 0.81222
H 3.92372 0.99110 -4.47495
H 3.64591 -1.46157 -4.47210
H 2.98934 2.35865 -2.62232
H 1.25862 -1.65196 0.18113
H -3.11262 -1.15493 -1.09546
H -1.69961 -2.24186 -1.22327
H -3.22322 -2.89855 -0.70946
H -1.37458 -2.76169 2.49885
H -0.45709 -2.95320 0.99076
H -2.06663 -3.77425 1.20507
H -4.09746 -2.41817 1.60728
H -3.26027 -1.24445 2.66622
H -4.05685 -0.62562 1.19014
H -0.52002 2.51276 3.56275
H 1.02590 1.71395 3.17622
H -1.63768 2.17977 0.03426
H 1.64896 3.39239 1.68687
H 0.57980 4.38419 2.67880
H -1.14978 4.16721 1.08558
H 0.30288 4.15895 -0.01061
```

Summary:
Molecular weight, g/mol: 348.35
Orbital gap, eV: 9.411
Energy above the lowest of the compared OMol25 structures with the same formula, charge and spin, kcal/mol: 7.3
SMILES: CC(C)(C)OC(=O)N1CCC[C@H]1C(=O)Oc1cccc2oc(=O)[nH]c12



# 4
Molecular formula: C12H25N6O3SY
Method: DFT, ωB97M-V/def2-TZVPD

```
48
Properties=species:S:1:pos:R:3
Y 0.03240 0.79000 -0.00567
C 1.86652 -0.54097 2.28751
C 0.54665 -0.98675 2.90630
N -0.61713 -0.67381 2.04393
C -1.76447 -0.08847 2.78104
C -1.48399 1.30328 3.33290
S -0.95255 2.47839 2.04818
C 0.71331 2.99170 2.56917
C 1.68054 1.86261 2.88365
N 1.80142 0.85783 1.78822
H 2.65838 -0.65916 3.03275
H 2.12875 -1.18464 1.44101
H 0.60517 -2.05567 3.11787
H 0.40854 -0.50515 3.87296
H -0.95209 -1.54191 1.63622
H -2.60281 -0.04254 2.08451
H -2.06293 -0.73401 3.61305
H -2.39972 1.69562 3.77259
H -0.74278 1.29205 4.13025
H 1.06408 3.60105 1.73260
H 0.62949 3.65482 3.43002
H 2.66009 2.29091 3.10492
H 1.36975 1.34864 3.79107
H 2.68134 1.04281 1.31457
N 2.05107 0.87143 -1.64665
C 1.97609 2.18181 -2.36380
C 0.51660 2.63828 -2.33291
O -0.10325 2.95685 -3.30541
O 0.02186 2.54101 -1.10382
H 3.00869 0.71139 -1.34772
H 1.86306 0.13704 -2.32527
H 2.32996 2.10853 -3.38971
H 2.58607 2.90977 -1.83012
C -1.98364 -3.20908 -4.21170
N -1.68082 -2.30111 -3.11151
C -2.66083 -1.44508 -2.46346
C -1.80119 -0.80100 -1.41039
O -2.13745 0.06999 -0.59615
N -0.52946 -1.26376 -1.47344
C -0.51402 -2.16752 -2.49688
N 0.57990 -2.83923 -2.82972
H -2.87583 -2.85054 -4.71783
H -2.16096 -4.22226 -3.85095
H -1.17189 -3.20198 -4.93808
H -3.48197 -2.01501 -2.02356
H -3.07068 -0.69198 -3.13991
H 1.40243 -2.76488 -2.25719
H 0.56831 -3.54933 -3.54343
```

Summary:
Molecular weight, g/mol: 422.34
Orbital gap, eV: 9.512
Charge: +2
Energy above the lowest of the compared OMol25 structures with the same formula, charge and spin, kcal/mol: 8.7



Number 1 is which compound? C49H50O2P3PtS2SeSi